## i
The following is a DFT calculation (ωB97M-V with the def2-TZVPD basis set) of a gas-phase ion, C5H10NO2S (charge +1).

gap between HOMO and LUMO = 0.365 hartree
charge = +1
E_HOMO = -14.2 eV
LUMO energy = -4.27 eV

Element x y z (Å)
C  -1.5286  -1.6680  1.0105
C  2.3692  -0.1147  -0.0441
C  -1.6186  -0.5610  0.2569
C  -2.6389  0.3546  -0.2776
C  2.5620  2.1605  0.2125
N  3.0883  0.8847  0.1247
O  1.0050  0.0170  -0.3702
O  -0.5122  -1.8355  -1.5965
S  -0.3381  -0.3312  -1.0878
H  -0.6104  -2.3620  1.1734
H  -2.2921  -1.7108  1.7812
H  2.4924  -1.1610  0.1366
H  -0.4382  -2.5204  -0.9383
H  -3.2438  0.8219  0.5189
H  -2.2114  1.0457  -1.0244
H  -3.3800  -0.3602  -0.7486
H  3.3395  2.8779  0.0565
H  2.2359  2.2330  1.1936
H  1.7199  2.2297  -0.3773

## ii
The following is a DFT calculation (ωB97M-V with the def2-TZVPD basis set) of a gas-phase ion, C5H10NO2S (charge +1).

gap between HOMO and LUMO (spin up / spin down) = 0.227 / 0.227 hartree
charge = +1
E_HOMO (spin up / spin down) = -12.8 / -12.8 eV
LUMO energy (spin up / spin down) = -6.60 / -6.61 eV

Element x y z (Å)
C  1.5262  -1.3718  0.7342
C  0.9620  0.1463  0.1768
C  -1.3274  -0.6757  0.6485
C  1.7596  0.6598  -0.8658
C  -1.2627  1.3931  -0.4754
N  -0.5304  0.0043  -0.3195
O  2.7167  -1.4417  0.6608
O  0.6320  -2.0922  1.0442
S  -2.4376  -1.9412  0.1890
H  0.9904  0.7173  1.1653
H  -1.1965  -0.3069  1.6633
H  1.7212  0.1617  -1.8974
H  2.7624  0.7136  -0.4018
H  1.6381  1.7636  -1.0097
H  -1.4316  1.5821  -1.5717
H  -2.3801  1.2636  -0.0123
H  -0.8069  2.3079  0.0015
H  -0.5203  -0.6049  -1.2080
H  -2.8151  -2.2788  1.4782

Quick ranking, most stable first: ii, i.